The following is a quantum chemistry calculation of a 14-piece molecular cluster, C9H46O14 overall, from the Open Molecules 2025 dataset.

- HOMO-LUMO gap (spin up / spin down): 0.3790 / 0.0846 Ha
- Molecular weight: 378.45 g/mol
- Total energy: -38733.385 eV
- Net charge: +1
- HOMO energy (spin up / spin down): -13.00 / -12.07 eV
- E_LUMO (spin up / spin down): -2.68 / -9.77 eV
- Multiplicity: 2
- <S²>: 0.756

XYZ file:
```
69
C9H46O14, DFT ωB97M-V/def2-TZVPD
C 24.8183 -14.6939 0.9216
O 25.2634 -13.3489 1.1087
H 24.5132 -14.8109 -0.1182
H 25.6538 -15.3536 1.1559
H 24.0385 -15.1183 1.5540
H 24.7849 -12.8326 0.4559
C 23.9782 -16.9911 -3.0385
C 22.6131 -16.9728 -3.7715
O 22.5191 -15.7491 -4.5009
H 24.0612 -16.1768 -2.3187
H 24.7496 -17.0514 -3.8062
H 24.0370 -17.8158 -2.3281
H 21.7797 -17.0614 -3.0745
H 22.5358 -17.7952 -4.4826
H 21.7606 -15.7802 -5.0885
C 20.0113 -12.2851 0.1303
C 21.2826 -12.2253 1.0528
O 20.9919 -12.5432 2.3649
H 20.2196 -11.9181 -0.8747
H 19.1470 -11.7488 0.5219
H 19.5144 -13.2532 0.0679
H 21.5945 -11.1814 1.0202
H 22.0950 -12.8490 0.6799
H 21.8113 -12.4765 2.8606
C 26.7070 -14.9784 4.6197
C 28.0209 -15.4766 4.1598
O 28.9475 -14.3540 4.2247
H 26.7423 -14.4582 5.5769
H 26.0668 -15.8481 4.7677
H 26.2162 -14.3580 3.8698
H 27.8996 -15.9132 3.1685
H 28.3062 -16.3043 4.8090
H 29.8301 -14.7286 4.2720
C 21.6610 -17.2038 4.8979
C 22.2330 -15.8696 5.2914
O 22.1848 -15.0856 4.1173
H 20.5897 -17.1093 4.7205
H 21.7759 -17.8899 5.7370
H 22.2042 -17.7054 4.0970
H 23.2188 -15.9651 5.7467
H 21.6456 -15.4145 6.0888
H 22.9714 -14.5405 4.0415
O 22.4420 -14.0989 -2.2327
H 22.0934 -14.7682 -1.6440
H 22.5108 -14.5375 -3.0808
O 26.8570 -10.3847 1.0866
H 26.3316 -10.0641 1.8197
H 27.1744 -11.2405 1.3751
O 26.6258 -11.2569 -1.3526
H 26.6792 -10.8528 -0.4865
H 25.7498 -11.6415 -1.3843
O 23.3424 -12.1840 3.7126
H 23.2648 -11.7442 4.5592
H 24.1642 -11.8569 3.3467
O 27.7527 -12.8128 2.2918
H 26.9873 -13.2186 1.8846
H 27.8000 -13.2090 3.1619
O 26.3797 -17.5046 -0.8862
H 27.2941 -17.4892 -0.6036
H 25.8765 -17.4762 -0.0725
O 20.7907 -15.1499 1.9648
H 20.7081 -14.1989 2.0359
H 21.3478 -15.3982 2.7025
O 24.0385 -12.0182 -0.9365
H 23.6481 -11.2017 -1.2481
H 23.4618 -12.7038 -1.2736
O 23.7725 -17.4383 0.8614
H 23.5230 -18.3388 0.6536
H 23.1040 -16.9001 0.4373
```

---

The following is a quantum chemistry calculation of a 2-piece molecular cluster, CH5ClN2 overall, from the Open Molecules 2025 dataset.

- HOMO-LUMO gap (spin up / spin down): 0.3289 / 0.3165 Ha
- Molecular weight: 80.52 g/mol
- Total energy: -16615.267 eV
- HOMO energy (spin up / spin down): -9.25 / -9.12 eV
- E_LUMO (spin up / spin down): -0.31 / -0.51 eV

XYZ file:
```
9
CH5ClN2, DFT ωB97M-V/def2-TZVPD
C -0.3334 -0.7497 0.3667
N 0.5366 -0.4401 -0.6199
N 0.8964 2.0398 -0.7778
Cl -0.1193 2.5177 0.4355
H -0.2251 -1.4907 1.2013
H -0.6282 0.4131 0.9577
H -1.3816 -0.8790 -0.0429
H 1.5150 -0.6980 -0.5102
H 0.4227 2.1663 -1.7599
```

---

The following is a quantum chemistry calculation of a single C5H8O molecule, from the Open Molecules 2025 dataset.

- HOMO-LUMO gap: 0.3933 Ha
- Molecular weight: 84.12 g/mol
- Total energy: -7360.009 eV
- HOMO energy: -9.55 eV
- E_LUMO: 1.15 eV
- Structure (SMILES): O[C@@H]1C[C@H]2C[C@H]21

XYZ file:
```
14
C5H8O, DFT ωB97M-V/def2-TZVPD
O 1.3950 1.4466 -0.9401
C 0.7492 0.8813 0.2104
C 1.0565 -0.6242 0.3698
C -0.2631 -0.9255 -0.3379
C -1.4136 -0.5373 0.5249
C -0.6886 0.5762 -0.2050
H 0.7593 1.4240 -1.6679
H 1.0092 1.5258 1.0621
H 1.9665 -0.9585 -0.1323
H 1.0606 -0.9458 1.4194
H -0.3756 -1.6317 -1.1583
H -2.3570 -0.8757 0.0847
H -1.4116 -0.5888 1.6129
H -1.2054 1.2950 -0.8528
```

---

The following is a quantum chemistry calculation of a 2-piece molecular cluster, C6H6O2 overall, from the Open Molecules 2025 dataset.

- HOMO-LUMO gap: 0.2956 Ha
- Molecular weight: 110.11 g/mol
- Total energy: -10407.134 eV
- HOMO energy: -9.10 eV
- E_LUMO: -1.06 eV

XYZ file:
```
14
C6H6O2, DFT ωB97M-V/def2-TZVPD
C 0.8755 -0.0032 0.0294
C 0.0686 -0.3362 1.3067
C -1.0577 0.4157 0.6159
C -1.2664 -0.4369 -0.6976
C -0.0009 -0.5067 -1.1937
C -0.0111 1.3760 0.0150
H 2.5193 -0.6736 -1.3609
H 0.4602 0.1924 2.2173
H -0.1266 -1.3303 1.6022
H -2.0078 0.5403 1.2689
H -2.2225 -0.5582 -1.4305
H 0.2472 -1.2212 -1.9658
O 2.3615 0.0927 0.0251
O 0.1606 2.4491 -0.4319
```

---

The following is a quantum chemistry calculation of C27H21CrO3 as an isolated structure, from the Open Molecules 2025 dataset.

- HOMO-LUMO gap (spin up / spin down): 0.2690 / 0.1368 Ha
- Molecular weight: 445.46 g/mol
- Total energy: -62882.152 eV
- Net charge: +2
- HOMO energy (spin up / spin down): -13.18 / -13.85 eV
- E_LUMO (spin up / spin down): -5.86 / -10.13 eV
- Multiplicity: 4
- <S²>: 3.793

XYZ file:
```
52
C27H21CrO3, DFT ωB97M-V/def2-TZVPD
C -0.1120 3.4349 -0.4870
C -0.8732 2.8518 0.6673
C -0.2221 1.7761 1.3743
C -2.1788 3.3454 0.9666
C -2.8909 4.3083 0.1373
C -4.1840 4.7627 0.4288
C -4.8551 4.2865 1.5807
C -4.2026 3.3676 2.4073
C -2.9286 2.9047 2.1074
H -0.6710 4.1130 -1.1445
H 0.7468 4.0014 -0.0642
H 0.3535 2.6870 -1.1809
H -0.5336 1.7380 2.4544
H 0.8535 1.6676 1.0632
H -2.3871 4.7648 -0.7353
H -4.6937 5.4830 -0.2524
H -5.8817 4.5655 1.7477
H -4.7251 2.9885 3.3010
H -2.4241 2.2412 2.7947
O 3.5666 -5.4945 -2.4164
C 2.9217 -4.5498 -2.6982
Cr 1.5797 -3.2460 -3.0469
C 0.9287 -3.8123 -1.3399
O 0.5768 -4.2911 -0.3431
C 0.6297 -4.7923 -3.6868
O 0.1704 -5.8355 -3.9015
C 2.2184 -2.1597 -4.8060
C 3.0856 -1.8707 -3.7216
C 2.4998 -1.4243 -2.5127
C 1.1074 -1.1600 -2.4085
C 0.5533 -0.7522 -1.1728
C 0.1650 -0.3407 -0.1014
C -0.2978 0.1990 1.1842
C 0.4050 -0.5869 2.3506
C -0.2360 -0.6383 3.5874
C 0.4326 -1.0276 4.7564
C 1.7879 -1.3908 4.6667
C 2.4252 -1.4770 3.4217
C 1.7052 -1.1084 2.2537
C 0.2881 -1.6289 -3.4489
C 0.8085 -2.0984 -4.6701
H 2.6515 -2.5886 -5.7205
H 4.1939 -1.9962 -3.8097
H 3.1439 -1.2401 -1.6473
H -1.4342 0.1247 1.3272
H -1.2741 -0.2947 3.6244
H -0.1210 -1.0566 5.7037
H 2.3020 -1.7289 5.5801
H 3.4591 -1.8612 3.3603
H 2.2139 -1.1969 1.2913
H -0.7821 -1.5948 -3.3111
H 0.1351 -2.3681 -5.5109
```

---

The following is a quantum chemistry calculation of a 2-piece molecular cluster, C2H3Cl2N overall, from the Open Molecules 2025 dataset.

- HOMO-LUMO gap: 0.4079 Ha
- Molecular weight: 111.96 g/mol
- Total energy: -28655.497 eV
- HOMO energy: -10.23 eV
- E_LUMO: 0.87 eV

XYZ file:
```
8
C2H3Cl2N, DFT ωB97M-V/def2-TZVPD
C -1.2251 -0.9134 -0.2295
C 1.4132 0.2053 0.3799
N -1.7562 -0.6569 -1.2175
Cl 2.4639 -0.5788 -0.6512
Cl 1.6771 2.0343 0.2722
H 0.3027 0.2199 0.0220
H 1.3378 -0.0110 1.4840
H -2.1562 -0.3102 -2.0936
```

---

The following is a quantum chemistry calculation of a 3-piece molecular cluster, C13H25BrFNO2Si overall, from the Open Molecules 2025 dataset.

- HOMO-LUMO gap: 0.3281 Ha
- Molecular weight: 354.34 g/mol
- Total energy: -100108.051 eV
- HOMO energy: -9.45 eV
- E_LUMO: -0.52 eV
- Structure (SMILES): F[Si@H](Br)c1ccncc1.CCOCC.CCOCC

XYZ file:
```
44
C13H25BrFNO2Si, DFT ωB97M-V/def2-TZVPD
F -4.0392 -2.9608 7.5649
Si -5.0242 -3.3932 6.2007
Br -5.6601 -5.5725 6.1875
C -4.1363 -2.9035 4.5881
C -4.7820 -3.0109 3.1526
C -3.9029 -2.5321 1.9890
N -2.5966 -1.9928 1.9722
C -1.9535 -1.9048 3.2302
C -2.6806 -2.3415 4.5086
H -6.2362 -2.5620 6.2945
H -5.8408 -3.4351 3.0082
H -4.3960 -2.6305 0.9515
H -0.8849 -1.4875 3.3095
H -2.1023 -2.2502 5.4967
C -0.1711 -2.3752 -0.5759
C 0.0824 -0.9134 -0.2534
O 1.1489 -0.7145 0.6659
C 2.4321 -1.1592 0.2506
C 2.9412 -0.4563 -0.9958
H -0.2941 -2.9570 0.3411
H -1.0726 -2.4811 -1.1844
H 0.6605 -2.8139 -1.1331
H -0.8118 -0.4992 0.2184
H 0.2518 -0.3321 -1.1658
H 2.4353 -2.2464 0.1183
H 3.1151 -0.9460 1.0776
H 2.3432 -0.7142 -1.8735
H 3.9764 -0.7413 -1.1998
H 2.8908 0.6291 -0.8743
C 3.1412 3.8641 -5.1348
C 2.2857 2.8898 -4.3436
O 2.6773 2.7711 -2.9830
C 2.5972 3.9502 -2.1957
C 1.1881 4.5054 -2.0800
H 4.2022 3.6257 -5.0234
H 2.8806 3.8265 -6.1955
H 2.9992 4.8921 -4.7931
H 2.3920 1.8945 -4.7820
H 1.2246 3.1502 -4.4140
H 3.2897 4.7096 -2.5737
H 2.9502 3.6786 -1.1970
H 0.8242 4.8785 -3.0407
H 1.1609 5.3330 -1.3669
H 0.4943 3.7287 -1.7469
```